[1]
119
Properties=species:S:1:pos:R:3:forces:R:3 method="wB97M-V/def2-TZVPD" max_force_ev_per_a=1.37 total_charge=-1 gap_ev=7.0 spin_multiplicity=1
La -0.636930 -1.513870 1.110718 -0.1215 0.9644 -0.9644
O 3.109377 1.000918 3.076907 -0.3599 -0.4769 -0.1273
C 2.354074 1.949213 3.651750 -0.0856 0.0731 0.0526
C 3.014958 3.107980 4.068509 -0.1402 -0.0085 0.0048
C 2.307500 4.148509 4.633153 0.0150 0.0259 0.0209
C 0.930035 4.057944 4.805923 0.0031 -0.0114 -0.0167
C 0.278135 2.903850 4.417231 0.0068 0.0081 0.0329
C 0.961923 1.833078 3.845518 0.1232 -0.0465 0.0381
C 0.224897 0.606386 3.418064 0.3012 0.3474 -0.0196
O 0.834135 -0.182739 2.625105 -0.1207 -0.1294 0.2120
N -0.993798 0.456707 3.901561 -0.3314 -0.3797 -0.1291
N -1.612871 -0.661973 3.352790 0.1535 0.5899 0.7866
C -2.600221 -1.129177 4.006234 -0.0368 -0.1196 -0.1548
C -3.314724 -2.329183 3.520599 0.1352 0.3334 0.1782
C -4.203514 -2.970612 4.377156 0.0370 -0.0605 -0.1622
C -4.784207 -4.157887 3.967811 -0.0050 0.0504 0.0541
C -4.439507 -4.671452 2.731646 0.0649 0.0194 -0.0569
C -3.549278 -3.957154 1.941379 -0.1009 0.0393 -0.0043
N -3.022315 -2.795071 2.298411 0.1543 0.2509 0.2124
H 2.480223 0.295032 2.761216 0.1854 0.2573 0.1057
H 4.084783 3.163982 3.924090 0.0444 -0.0067 -0.0118
H 2.832909 5.042277 4.941186 0.0392 0.0657 0.0194
H 0.376552 4.876460 5.241987 -0.0394 0.0645 0.0299
H -0.789333 2.800722 4.544913 -0.0710 -0.0142 0.0205
H -2.875861 -0.687345 4.964618 -0.0807 -0.0180 -0.0795
H -4.407419 -2.546279 5.348375 -0.0277 0.0286 0.0776
H -5.479376 -4.677722 4.613189 -0.0184 -0.0354 0.0059
H -4.838740 -5.607967 2.375107 -0.0396 -0.0715 -0.0207
H -3.239204 -4.337960 0.980762 0.0181 -0.0657 -0.0979
I 4.018160 -3.068954 -1.231401 0.1393 0.1319 0.1345
C 2.143862 -3.713183 -1.822903 0.3386 -0.4407 -0.6021
C 2.064449 -4.677498 -2.847831 0.0127 0.0784 0.1151
C 0.860607 -5.123451 -3.306625 -0.1312 0.2507 0.2480
I 0.843031 -6.533984 -4.834376 -0.0148 -0.1309 -0.1349
C -0.343427 -4.629186 -2.725135 0.0488 -0.3030 -0.2769
C -1.638955 -5.027210 -3.126169 0.0893 0.0610 0.0074
C -2.729594 -4.504520 -2.498830 -0.0066 0.0587 0.0747
C -2.528884 -3.615543 -1.426914 -0.1586 -0.0871 -0.0128
N -1.348493 -3.253140 -1.003176 0.3525 0.1322 -0.3450
C -0.250830 -3.694854 -1.675851 -0.0837 -0.0963 0.2308
C 1.027844 -3.171251 -1.226733 -0.3394 0.1385 0.2943
O 1.068186 -2.266261 -0.317861 0.3011 -0.1431 -0.4156
H 2.980635 -5.059545 -3.274231 0.0518 -0.0082 -0.0118
H -1.747430 -5.732106 -3.939228 -0.0127 -0.0109 -0.0031
H -3.734329 -4.761006 -2.802802 -0.0240 -0.0075 0.0002
H -3.385473 -3.195583 -0.911558 -0.0310 0.0326 0.0211
F -5.032188 -1.245393 0.396331 0.0015 0.0853 -0.1070
C -4.271025 -0.159768 0.129649 -0.1918 0.0873 0.1030
F -3.584811 0.111732 1.253223 0.0388 0.0821 0.2725
F -5.104783 0.878018 -0.070278 0.0855 -0.1926 -0.0422
C -3.320060 -0.413293 -1.070460 0.1383 -0.0158 -0.2384
O -3.825064 -0.379546 -2.180044 -0.3130 0.0861 -0.2613
O -2.123244 -0.626388 -0.756516 -0.2121 -0.0263 0.6242
O 0.115925 0.826550 0.112035 0.0348 -0.6077 0.3890
P 0.017386 1.898394 -0.928724 -0.1927 0.1065 0.3530
C -1.401228 2.928061 -0.406712 -0.2809 -0.2012 0.2420
C -2.083059 3.955476 -1.314773 -0.1512 -0.1381 -0.1156
C -1.486392 5.354928 -1.241829 0.2111 0.0513 -0.1900
C -1.403110 5.843504 0.199611 -0.1207 0.0401 0.0555
C -0.633057 4.864540 1.074990 0.1353 0.0111 0.1049
C -1.250402 3.474128 1.025985 -0.1096 -0.0578 -0.0851
C 1.642190 2.687869 -0.998681 0.3676 0.0937 -0.1375
C 1.790233 4.085907 -1.603616 0.0214 0.0766 0.1366
C 3.270078 4.358520 -1.896450 0.0304 0.0797 -0.0398
C 4.185503 3.787680 -0.798666 0.0369 -0.0454 -0.0465
C 3.434436 3.666725 0.519636 0.0624 0.0658 0.1526
C 2.310789 2.638028 0.401270 0.0036 -0.1144 -0.1514
C -0.471953 1.219706 -2.523559 -0.2676 -0.0670 -0.1615
C -0.290508 2.113712 -3.756521 -0.0252 -0.0717 -0.1325
C 1.086504 1.988830 -4.405371 0.0795 0.0993 -0.0199
C 1.441437 0.535743 -4.702687 -0.0271 -0.0212 -0.0744
C 1.422042 -0.281095 -3.418520 0.1137 -0.1108 0.0629
C 0.068194 -0.201566 -2.732961 -0.0272 -0.2055 -0.0172
H -2.098076 2.068976 -0.330494 0.1845 0.2286 -0.0212
H -3.122850 4.012061 -0.968852 0.0209 0.0485 -0.0147
H -2.143599 3.598414 -2.347942 0.0383 0.0464 0.1276
H -2.097471 6.039097 -1.835390 -0.0211 0.0103 -0.0161
H -0.485096 5.366747 -1.692538 -0.1993 -0.0041 0.0857
H -2.420780 5.938360 0.596225 -0.0207 0.0228 0.0036
H -0.957867 6.840114 0.244921 0.0436 0.0053 -0.0197
H -0.600423 5.214073 2.109382 -0.0372 -0.0078 0.0235
H 0.408677 4.823476 0.747586 0.0100 -0.0358 0.0384
H -2.257089 3.526013 1.457278 -0.0040 0.0274 0.0029
H -0.698466 2.769369 1.646455 0.0509 -0.0286 0.0060
H 2.192678 1.986762 -1.646923 -0.0560 0.1262 0.0976
H 1.423901 4.818190 -0.877687 0.0747 -0.0728 -0.1535
H 1.194547 4.230449 -2.505296 0.0122 -0.0827 -0.0595
H 3.425521 5.436595 -1.993691 -0.0239 0.0080 0.0239
H 3.535336 3.925107 -2.863259 0.0095 -0.0380 -0.0413
H 5.076814 4.406781 -0.692167 0.0296 0.0358 0.0106
H 4.537622 2.794439 -1.088476 0.0096 -0.0514 -0.0078
H 3.027301 4.645323 0.795100 -0.0068 0.0304 0.0156
H 4.101382 3.378094 1.337178 -0.0359 -0.0036 -0.1067
H 1.581344 2.785291 1.194926 -0.1081 0.0754 0.0441
H 2.707949 1.635614 0.560189 -0.0274 0.0245 -0.0209
H -1.546109 1.073716 -2.352558 0.0487 0.1280 -0.0726
H -0.516879 3.162771 -3.540336 0.0710 -0.0725 0.0184
H -1.041110 1.793373 -4.487256 0.0155 0.0169 -0.0478
H 1.858372 2.400971 -3.748248 -0.0224 0.0363 0.0018
H 1.104112 2.597053 -5.314074 0.0223 -0.0485 -0.0395
H 2.417358 0.472242 -5.189114 0.0270 0.0221 0.0029
H 0.710731 0.120235 -5.405263 -0.0274 -0.0069 -0.0227
H 2.214690 0.071442 -2.748229 -0.0097 0.0174 0.0258
H 1.647949 -1.336434 -3.608366 0.0281 0.1068 -0.0603
H 0.101552 -0.725437 -1.776558 0.0042 0.1366 -0.2595
H -0.673486 -0.729844 -3.343393 0.0322 -0.0074 -0.0046
Br 4.952957 -7.024843 0.712205 0.0249 -0.0159 -0.0061
C 3.104838 -6.613708 0.725462 -0.0148 0.0820 0.0300
C 2.218713 -7.441969 0.055919 0.1136 -0.0615 -0.0241
N 0.911580 -7.212876 0.008258 0.0392 -0.0090 -0.0072
C 0.465588 -6.125554 0.629488 -0.1882 0.0783 0.0341
C 1.278651 -5.239110 1.321081 0.2777 0.0556 0.0083
C 2.641571 -5.486105 1.373221 -0.0118 -0.0851 -0.0982
C 0.743135 -3.963168 1.905542 -0.4680 0.0065 0.0523
O 1.500926 -3.140364 2.412373 0.1420 -0.0272 0.1641
O -0.521013 -3.764511 1.758350 0.3095 -1.0663 0.3030
H 2.589179 -8.315592 -0.462692 -0.0003 -0.0967 -0.0559
H -0.596404 -5.923253 0.571747 -0.0388 -0.0018 -0.0036
H 3.296361 -4.788805 1.875317 0.0057 0.0277 0.0364

[2]
10
Properties=species:S:1:pos:R:3:forces:R:3 method="wB97M-V/def2-TZVPD" max_force_ev_per_a=6.50 gap_ev="8.5 / 6.6" spin_multiplicity=3
C -0.486454 -1.416177 -0.383238 0.1766 -0.3168 -0.1008
C 0.815440 -1.158615 -0.578687 -1.2674 -0.9070 0.3796
N -0.836301 1.734594 0.118321 -2.3337 0.3847 -4.9005
O 0.887188 2.373446 1.930938 2.0091 2.1522 -0.0629
S -0.186033 1.479077 1.467655 -0.0558 -3.6026 5.4111
H -1.210340 -1.508637 -1.191814 0.4072 0.3886 -0.2082
H -0.964948 -1.682023 0.549411 0.4430 0.2060 0.4297
H 1.569763 -1.253091 0.204089 -0.2895 0.3485 -0.2068
H 1.109019 -1.054296 -1.601863 0.5456 0.3214 -0.3318
H -0.697333 2.485723 -0.514812 0.3648 1.0249 -0.4094

[3]
20
Properties=species:S:1:pos:R:3:forces:R:3 method="wB97M-V/def2-TZVPD" max_force_ev_per_a=3.59 total_charge=+1 gap_ev=11.9 spin_multiplicity=1
C 0.662690 -0.817403 0.414622 -1.8017 -2.6209 1.6549
C 0.672163 0.668342 0.464039 2.2852 1.3177 -1.7043
C 1.597243 1.193864 1.579472 0.2173 1.7284 0.1291
C 1.194578 1.224650 -0.896319 -0.8093 -0.4304 -0.2059
N -0.356928 -1.417653 -0.589901 0.2323 0.8137 1.2721
H 1.538285 -1.445384 0.315158 0.8827 0.9190 -0.5060
H 0.292733 -1.203027 1.382914 -0.1413 0.1972 -0.2315
H -0.238904 1.243493 0.624810 -0.7072 -1.1138 0.1545
H 2.026125 2.143494 1.219724 -0.4276 -0.0554 -0.0413
H 1.006856 1.500962 2.440924 0.0817 -0.3656 0.2362
H 2.523640 0.739865 1.918434 -0.2938 -1.1428 -0.2174
H 0.644429 0.876433 -1.784665 -0.0192 -0.4259 0.2625
H 2.238987 0.963631 -1.048522 0.1379 0.3931 0.0215
H 0.959273 2.280122 -0.947571 0.6891 0.3892 0.1957
H -1.222455 -0.954758 -0.291437 -0.4226 0.5222 -1.4333
H -0.068188 -1.296518 -1.555839 -0.4188 0.5474 -0.1368
H -0.612282 -2.390001 -0.485843 0.6350 -0.6171 0.3468
H -3.681973 -0.054814 -1.159185 0.0303 0.0230 0.0169
H -3.479803 -1.013895 0.027879 -0.3394 0.0627 -0.0339
O -3.028265 -0.609495 -0.719472 0.1893 -0.1416 0.2203

[4]
24
Properties=species:S:1:pos:R:3:forces:R:3 method="wB97M-V/def2-TZVPD" smiles=CNN[C@@](C)(N)N(C)N max_force_ev_per_a=1.96 gap_ev=9.2 spin_multiplicity=1
C -0.470094 -2.463511 -1.268755 -0.4463 -0.0152 0.1268
N 0.267781 -1.590841 -0.382941 -0.5143 0.7676 1.7233
N -0.651099 -0.730045 0.420594 0.5496 -1.2063 -0.8935
C 0.036917 0.465949 0.911161 0.0028 0.4071 -0.3217
C -0.997415 1.289729 1.693978 -0.0283 -0.3494 -0.2410
N 1.158764 0.216440 1.791954 0.3715 -0.1038 0.2125
N 0.508944 1.248877 -0.228591 0.4056 0.6338 0.2991
C -0.476573 1.560114 -1.242033 0.0142 -0.3442 0.0577
N 1.768002 0.842623 -0.724338 0.1340 -0.2559 -0.4558
H 0.237769 -3.110186 -1.787341 0.0112 0.0300 -0.0290
H -1.204118 -3.097126 -0.748780 0.0285 0.0331 -0.0958
H -1.001670 -1.852055 -1.997771 -0.0012 -0.0814 -0.0310
H 0.807321 -2.156173 0.280547 -0.0665 0.2117 -0.3645
H -1.048530 -1.241298 1.213652 0.1245 -0.0808 -0.2582
H -1.109307 0.861270 2.686385 -0.0433 -0.0231 0.1031
H -1.961472 1.280869 1.195362 -0.1577 0.0953 -0.0367
H -0.629267 2.306140 1.790583 0.0477 0.0287 0.0539
H 2.036389 0.287461 1.289627 -0.0978 -0.0616 -0.1219
H 1.096838 -0.699048 2.221725 -0.0378 0.1260 0.0101
H -0.897307 0.656532 -1.698163 -0.0687 0.0201 -0.1374
H -1.283179 2.134328 -0.794034 -0.1172 0.0318 -0.0452
H -0.013483 2.168340 -2.020925 0.0085 0.0081 0.1175
H 1.675008 0.018403 -1.323391 -0.0591 0.1336 0.0934
H 2.149781 1.603210 -1.278504 -0.0597 -0.0053 0.2342